(1)
79
Properties=species:S:1:pos:R:3:forces:R:3 method="wB97M-V/def2-TZVPD" e_lumo_ha=-0.175 e_tot_ha=-2933.0333 e_above_lowest_kcal_mol=119.36 homo_ev=-9.601 total_charge=+1
Pd -0.305800 -0.073795 0.816918 -0.216 -0.015 -0.907
O 3.230284 3.596986 -0.655605 0.080 -0.020 -0.011
C 2.161534 3.161719 -0.446749 -0.129 0.120 0.025
O 1.925836 1.765337 -0.263890 0.023 -0.067 0.078
C 0.853278 3.798934 -0.310953 0.083 -0.154 0.007
C 0.658268 5.104371 -0.321835 -0.022 0.283 -0.014
C -0.557952 5.874735 -0.142788 0.129 -0.020 -0.018
C -1.772474 5.352975 0.009046 -0.082 -0.007 0.023
C -2.157875 3.942395 0.019265 -0.269 0.020 -0.009
C -1.536593 2.780083 -0.007054 0.370 -0.059 -0.010
P -2.333838 1.089382 0.065781 0.106 0.116 0.267
C -3.257481 1.187636 -1.504242 0.088 -0.114 -0.014
C -4.447515 1.891668 -1.681894 0.010 0.026 -0.029
C -5.035117 1.952557 -2.935427 -0.004 0.005 0.029
C -4.438693 1.318958 -4.019076 0.020 -0.007 0.006
C -3.256137 0.615596 -3.848152 -0.026 -0.002 -0.022
C -2.671418 0.543045 -2.591792 -0.019 -0.049 -0.007
C -3.571792 1.397090 1.368748 -0.064 -0.086 -0.058
C -3.338923 2.228710 2.461575 -0.008 0.008 0.003
C -4.270301 2.309336 3.487310 -0.014 0.028 -0.012
C -5.427461 1.545899 3.445873 -0.007 0.003 0.005
C -5.650024 0.689950 2.376322 0.020 0.014 -0.016
C -4.727142 0.613288 1.344666 -0.027 0.052 -0.007
H 1.577946 5.656552 -0.485730 0.024 -0.031 -0.002
H -0.434497 6.948223 -0.139205 -0.049 0.012 0.011
H -2.606468 6.030882 0.136383 0.029 0.038 -0.007
H -3.231009 3.791457 0.086454 0.009 -0.005 0.005
H -4.925669 2.386322 -0.845842 -0.016 -0.023 0.046
H -5.963558 2.492513 -3.067425 0.004 -0.001 0.000
H -4.903048 1.367640 -4.995101 0.002 0.002 0.004
H -2.796257 0.111799 -4.687884 0.000 0.002 0.005
H -1.759667 -0.028512 -2.453088 -0.002 0.022 0.015
H -2.424454 2.804436 2.529675 -0.004 0.007 0.003
H -4.081032 2.963985 4.328528 -0.006 -0.002 -0.003
H -6.149503 1.610796 4.249045 0.004 -0.002 -0.004
H -6.542983 0.079845 2.342134 0.003 0.006 0.001
H -4.914210 -0.063452 0.519090 0.011 0.016 -0.037
C 0.547026 -0.659139 6.656045 0.043 -0.015 -0.093
Si -0.345672 0.525019 5.508491 -0.144 0.013 0.157
C -0.026249 2.248250 6.179497 -0.007 0.016 -0.061
C -2.182491 0.153173 5.537082 0.027 -0.047 -0.056
Sb 0.444862 0.877069 3.076253 0.008 0.126 0.576
Si 2.936039 0.347617 3.127264 0.415 -0.027 -0.074
C 3.541076 -0.336146 4.763860 -0.047 -0.034 -0.005
C 3.806076 1.994026 2.847725 -0.155 0.056 0.017
C 3.421139 -0.859770 1.760559 -0.064 -0.052 0.064
Si -0.780079 -1.906564 2.223712 -0.099 0.192 0.238
C -0.264216 -2.734189 0.588985 0.073 0.045 -0.058
C -2.633861 -2.041362 2.468317 0.029 -0.063 -0.011
C 0.072399 -2.846244 3.586122 0.069 0.004 -0.003
H 0.124275 -0.532492 7.657755 -0.047 0.037 -0.037
H 1.609108 -0.431426 6.721704 0.013 0.015 0.015
H 0.446282 -1.708897 6.390285 -0.009 -0.047 -0.027
H -0.373271 2.322509 7.213871 0.005 -0.020 -0.009
H -0.537775 3.009413 5.587511 0.000 0.003 0.020
H 1.041632 2.480982 6.169516 -0.012 0.007 -0.008
H -2.618452 0.475426 6.486670 0.048 -0.003 0.016
H -2.365652 -0.918607 5.439488 -0.011 -0.010 -0.007
H -2.712603 0.663765 4.732632 0.007 -0.032 0.026
H 3.405461 0.369345 5.584927 -0.016 0.017 -0.008
H 4.611489 -0.548006 4.687119 -0.009 0.011 -0.028
H 3.033969 -1.267195 5.023592 0.021 0.008 0.006
H 3.608966 2.673281 3.681005 0.016 -0.013 -0.001
H 3.461010 2.495313 1.939763 0.065 -0.055 0.020
H 4.887687 1.862066 2.766905 -0.006 -0.030 0.003
H 3.734608 -1.805095 2.210545 -0.007 -0.012 -0.024
H 4.265917 -0.473596 1.185596 -0.011 0.007 0.014
H 2.608002 -1.079994 1.068029 -0.012 0.054 -0.025
H -0.284252 -2.150719 -0.341792 -0.010 0.009 -0.048
H -0.977408 -3.549564 0.433236 -0.010 0.026 0.007
H 0.737567 -3.151941 0.685867 -0.008 -0.006 0.012
H -3.178213 -1.803010 1.552435 0.059 -0.005 0.002
H -2.998281 -1.378403 3.251709 -0.014 0.042 0.034
H -2.885455 -3.067990 2.753500 -0.002 0.019 0.011
H 1.158612 -2.754783 3.536048 -0.005 0.010 0.007
H -0.190637 -3.906487 3.513236 0.011 0.016 -0.042
H -0.258809 -2.492676 4.559280 -0.003 0.010 0.080
O -0.050795 2.738110 -0.116225 -0.299 0.028 0.034
C 0.703612 1.390390 -0.059500 0.046 -0.414 -0.082

(2)
97
Properties=species:S:1:pos:R:3:forces:R:3 method="wB97M-V/def2-TZVPD" e_lumo_ha=-0.047 e_tot_ha=-25816.0769 homo_ev=-9.623 total_charge=0
C -1.200538 -1.385109 -7.262974 -0.532 1.186 -0.018
O -1.471989 -2.083818 -5.997121 1.866 -1.213 -1.526
C -0.648216 -3.291233 -5.833222 -0.047 -1.348 0.832
C 0.770798 -3.067202 -5.044595 0.339 -0.157 0.646
C 1.117344 -1.512500 -4.658251 0.205 -0.956 0.609
C 2.289911 -1.559616 -3.469928 0.228 0.821 -0.118
C 2.527180 -0.062761 -2.794211 -0.132 -0.320 -0.527
C 1.138950 0.616214 -2.215055 0.717 -0.074 -0.487
C 0.354402 -0.323364 -1.122635 1.186 0.920 0.305
N -0.638836 -1.299999 -1.713976 -1.044 -0.037 1.896
I -2.296878 -0.293004 -2.520970 0.304 0.000 -0.381
S -1.371212 -2.257603 -0.402320 2.199 -7.714 2.175
O -2.018970 -3.549595 -1.008470 1.297 6.106 1.741
O -0.281445 -2.766096 0.620300 -3.991 3.518 -3.719
F -2.516097 -1.316811 0.520733 2.144 -1.433 -1.958
H -0.956292 -0.253505 -6.972367 -0.581 -2.955 -0.799
H -0.321295 -1.827556 -7.896881 -1.611 0.664 1.344
H -2.200457 -1.411404 -7.894680 2.097 0.083 1.121
H -1.290232 -4.038388 -5.158916 1.275 1.731 -1.567
H -0.418764 -3.854699 -6.841322 -0.695 1.345 1.728
H 0.710107 -3.661941 -4.014895 0.075 1.284 -2.183
H 1.665665 -3.571518 -5.640915 -1.866 1.204 1.144
H 0.139923 -1.023589 -4.240106 1.881 -0.926 -0.816
H 1.452680 -0.908716 -5.603080 -0.473 -1.063 1.838
H 3.350121 -1.861954 -3.927314 -2.429 0.422 0.927
H 1.996797 -2.347982 -2.627011 0.543 1.684 -1.893
H 2.942827 0.626979 -3.670411 -0.863 -1.295 1.969
H 3.358064 -0.129372 -1.953627 -1.774 0.144 -1.663
H 1.469738 1.611190 -1.648658 -0.966 -2.054 -1.183
H 0.489096 0.892956 -3.170024 1.149 -0.621 2.426
H 1.188623 -0.959770 -0.558517 -1.991 1.275 -1.039
H -0.206368 0.403090 -0.378934 1.433 -2.557 -2.907
C -0.885225 3.113628 -6.152002 0.153 0.150 -0.158
Cl -0.537391 1.910752 -7.419585 0.004 0.810 0.269
Cl -2.596095 2.990690 -5.669961 0.371 -0.117 -0.120
Cl 0.153878 2.803940 -4.738244 -0.299 0.160 -0.418
Cl -0.561284 4.749093 -6.780309 0.508 -0.990 -0.437
C 0.924384 2.749582 1.462357 -0.074 0.361 0.302
Cl -0.154599 1.378413 1.101307 0.235 1.779 2.165
Cl 0.438369 4.160245 0.488513 0.140 -0.459 0.192
Cl 0.810299 3.155204 3.193485 -0.188 -0.212 -0.474
Cl 2.603436 2.304385 1.066075 -0.485 0.058 -0.275
C -2.481183 7.850938 -4.687019 -0.061 -0.091 0.096
Cl -4.120638 8.374166 -5.148635 0.396 -0.103 0.097
Cl -2.200234 8.225403 -2.967892 -0.048 -0.050 -0.377
Cl -2.323185 6.095281 -4.945968 -0.647 1.131 0.669
Cl -1.280745 8.708966 -5.685614 -0.296 -0.207 0.233
C -0.412720 12.188863 -8.200304 -0.057 0.015 -0.080
Cl -2.108247 11.661760 -8.051919 0.419 0.121 -0.021
Cl -0.328237 13.963314 -8.063395 -0.010 -0.447 -0.027
Cl 0.555798 11.446245 -6.902290 -0.190 0.185 -0.291
Cl 0.229713 11.684114 -9.783644 -0.141 0.125 0.401
C 1.469488 -5.297416 3.247217 -0.341 0.341 -0.275
Cl 2.860046 -4.661674 2.332423 -0.312 -0.199 0.248
Cl 1.936529 -6.811771 4.061561 0.876 1.002 0.223
Cl 0.962418 -4.100039 4.465215 0.121 -0.081 -0.715
Cl 0.119020 -5.616168 2.129591 0.472 0.375 0.311
C 1.016181 -4.901153 8.423183 0.019 -0.169 -0.052
Cl 2.608697 -4.453412 9.085063 -0.361 -0.086 -0.148
Cl 1.238591 -5.916211 6.975859 -0.033 0.090 0.938
Cl 0.097189 -5.809284 9.650011 0.192 0.239 -0.254
Cl 0.120329 -3.425655 7.981811 0.238 -0.389 0.074
C -2.690584 -0.447591 8.658627 -0.022 -0.002 0.076
Cl -4.386110 -0.974696 8.807012 0.432 0.129 -0.048
Cl -2.606102 1.326858 8.795536 -0.015 -0.430 -0.045
Cl -1.722065 -1.190211 9.956641 -0.276 0.227 -0.295
Cl -2.048151 -0.952341 7.075287 -0.159 0.140 0.330
C 4.033961 2.497056 5.573860 0.095 -0.134 -0.007
Cl 3.872307 2.141457 3.835446 0.296 0.063 0.771
Cl 3.259341 4.060455 5.934835 0.148 -0.323 -0.103
Cl 3.243521 1.210273 6.519240 0.173 0.327 -0.243
Cl 5.760699 2.576042 6.005823 -0.416 0.003 -0.082
C 2.247077 12.089769 -13.469069 0.011 0.036 -0.034
Cl 1.557058 13.655891 -12.973286 0.166 -0.397 -0.109
Cl 3.376851 12.340678 -14.823768 -0.281 -0.067 0.340
Cl 3.118818 11.363389 -12.095464 -0.213 0.167 -0.322
Cl 0.935517 10.999191 -13.983761 0.309 0.260 0.145
C -1.425679 -7.207292 13.222683 0.112 0.042 -0.030
Cl -2.314178 -5.858041 12.471179 0.207 -0.335 0.173
Cl 0.146100 -6.621802 13.823738 -0.379 -0.120 -0.136
Cl -2.375374 -7.860081 14.581469 0.208 0.127 -0.332
Cl -1.159292 -8.489181 12.014275 0.245 0.694 0.432
C 0.893248 7.907087 2.370985 0.081 0.022 0.080
Cl 2.283807 8.542829 1.456192 -0.347 -0.165 0.211
Cl 1.360290 6.392732 3.185329 -0.099 0.513 -0.219
Cl 0.386178 9.104464 3.588983 0.112 -0.291 -0.312
Cl -0.457220 7.588335 1.253359 0.283 0.089 0.247
C -0.953153 -9.743874 2.468828 0.044 -0.060 0.011
Cl 0.287421 -8.633036 3.102617 -1.125 -1.344 -0.495
Cl -2.048144 -8.853259 1.381468 0.255 -0.180 0.246
Cl -0.164475 -11.062902 1.567440 -0.189 0.248 0.169
Cl -1.887370 -10.426228 3.823851 0.180 0.133 -0.292
C -3.560698 -11.505908 10.100803 -0.113 -0.014 0.053
Cl -3.391243 -10.482492 11.549448 -0.343 -0.597 -0.532
Cl -4.405846 -10.593768 8.824762 0.221 -0.218 0.312
Cl -1.945885 -11.983694 9.519039 -0.370 0.132 0.147
Cl -4.499846 -12.963636 10.510051 0.221 0.316 -0.117